{"formula": "H16O8", "method": "ωB97M-V/def2-TZVPD", "species": ["O", "O", "O", "O", "O", "O", "O", "O", "H", "H", "H", "H", "H", "H", "H", "H", "H", "H", "H", "H", "H", "H", "H", "H"], "coordinates": [[18.059, 27.680, 6.612], [14.154, 29.276, 5.674], [13.110, 32.062, 6.197], [10.994, 29.629, 6.597], [15.569, 26.163, 6.029], [17.157, 29.128, 4.340], [10.408, 27.064, 5.843], [13.021, 26.974, 6.851], [12.704, 26.830, 7.751], [18.931, 28.080, 6.669], [12.909, 32.310, 5.290], [10.891, 30.519, 6.955], [11.901, 29.603, 6.268], [15.073, 29.171, 5.397], [13.845, 26.450, 6.779], [17.689, 27.989, 5.762], [10.330, 27.895, 6.354], [16.782, 28.984, 3.462], [13.442, 31.153, 6.134], [15.686, 25.226, 6.226], [13.885, 28.399, 6.017], [17.743, 29.887, 4.239], [16.246, 26.614, 6.554], [11.360, 26.870, 5.841]], "lowdin_charge": [-0.0701, -0.0579, -0.0659, -0.0510, -0.0424, -0.0385, -0.1013, -0.0667, 0.0801, 0.0435, 0.0387, 0.0539, 0.0149, 0.0166, 0.0280, -0.0022, -0.0042, 0.0730, -0.0131, 0.0665, 0.0100, 0.0695, 0.0280, -0.0092], "e_tot_ha": -611.5273, "gap_ev": 9.80}